ORCA calculation (ωB97M-V with the def2-TZVPD basis set) on a molecular structure, C30H31AlN6OS.

CARTESIAN COORDINATES (ANGSTROEM)
Al  -0.65  0.34  -0.86
N  -2.35  1.43  -0.36
C  -3.56  0.76  -0.80
C  -4.82  1.10  -0.46
C  -5.92  0.38  -1.00
C  -5.71  -0.64  -1.89
C  -4.39  -1.01  -2.25
C  -4.08  -2.04  -3.17
C  -2.77  -2.32  -3.46
C  -1.76  -1.61  -2.80
N  -2.02  -0.64  -1.94
C  -3.32  -0.32  -1.68
H  -2.46  1.84  0.57
H  -2.15  2.22  -0.98
H  -5.01  1.93  0.22
H  -6.92  0.66  -0.72
H  -6.55  -1.17  -2.32
H  -4.88  -2.60  -3.65
H  -2.50  -3.09  -4.16
H  -0.71  -1.83  -2.99
C  5.32  0.45  0.96
C  4.01  0.87  1.48
N  3.77  1.35  2.67
N  2.43  1.57  2.67
C  1.82  1.26  1.52
S  0.15  1.46  1.21
N  2.83  0.80  0.76
N  2.67  0.24  -0.52
H  6.06  0.57  1.74
H  5.63  1.07  0.11
H  5.31  -0.59  0.64
H  1.98  1.99  3.47
H  3.59  0.19  -0.94
H  2.10  0.88  -1.07
C  0.14  1.49  -2.17
C  0.62  2.57  -2.47
C  1.16  3.83  -2.91
C  0.38  4.98  -2.87
C  0.91  6.20  -3.25
C  2.23  6.27  -3.68
C  3.01  5.13  -3.74
C  2.48  3.91  -3.35
H  -0.66  4.92  -2.56
H  0.30  7.09  -3.23
H  2.65  7.23  -3.98
H  4.03  5.18  -4.09
H  3.08  3.00  -3.43
C  -0.31  -3.91  5.65
C  -0.07  -3.43  4.26
C  1.16  -3.66  3.63
C  1.40  -3.25  2.34
C  2.75  -3.56  1.73
C  0.37  -2.54  1.65
C  0.71  -2.01  0.39
O  0.03  -1.22  -0.32
C  -0.91  -2.34  2.26
C  -2.07  -1.71  1.54
C  -1.09  -2.80  3.54
H  0.62  -4.10  6.19
H  -0.88  -4.84  5.63
H  -0.91  -3.19  6.22
H  1.93  -4.19  4.17
H  3.25  -4.31  2.33
H  3.39  -2.67  1.72
H  2.68  -3.94  0.72
H  1.67  -2.29  -0.04
H  -2.19  -2.10  0.53
H  -1.94  -0.63  1.48
H  -2.99  -1.90  2.09
H  -2.06  -2.67  4.01

Calculated values
total charge: +2
highest occupied orbital energy: -13.09 eV
LUMO: -6.293 eV
gap between HOMO and LUMO: 6.79 eV

---

ORCA calculation (ωB97M-V with the def2-TZVPD basis set) on a molecular structure, C30H31AsN4O2RuS2 in a non-equilibrium geometry.

CARTESIAN COORDINATES (ANGSTROEM)
Ru  -1.37  1.56  1.30
N  -0.36  1.21  3.22
C  -0.61  2.41  4.04
C  -0.76  3.64  3.15
O  -0.51  4.74  3.56
O  -1.21  3.40  1.92
H  -0.68  0.38  3.70
H  0.64  1.08  3.07
H  0.16  2.59  4.78
H  -1.57  2.28  4.55
S  -2.63  2.15  -0.58
C  -4.22  1.63  -0.15
C  -5.25  1.83  -1.13
N  -6.05  1.97  -1.93
C  -4.50  1.03  1.04
S  -3.20  0.73  2.17
C  -5.79  0.53  1.37
N  -6.83  0.13  1.66
C  5.65  -2.09  -3.07
C  4.54  -1.69  -2.14
C  4.59  -0.52  -1.40
C  3.56  -0.15  -0.55
C  3.74  1.11  0.26
C  2.41  -0.95  -0.46
As  1.08  -0.29  0.83
N  0.29  1.33  0.21
C  0.60  2.13  -0.89
C  0.24  3.48  -0.81
C  0.51  4.34  -1.86
C  1.15  3.87  -3.00
C  1.52  2.54  -3.08
C  1.25  1.67  -2.04
C  -0.57  -1.32  0.66
C  -0.98  -2.07  1.78
C  -0.12  -2.32  2.99
C  -2.26  -2.62  1.78
C  -3.14  -2.45  0.72
C  -4.54  -2.99  0.77
C  -2.68  -1.79  -0.41
C  -1.40  -1.25  -0.48
C  -0.95  -0.69  -1.80
C  2.37  -2.19  -1.13
C  1.29  -3.22  -0.97
C  3.43  -2.52  -1.97
H  6.42  -1.31  -3.12
H  5.27  -2.26  -4.08
H  6.12  -3.01  -2.74
H  5.47  0.11  -1.48
H  4.75  1.49  0.14
H  3.58  0.93  1.32
H  3.06  1.90  -0.05
H  -0.25  3.85  0.08
H  0.22  5.38  -1.79
H  1.36  4.55  -3.82
H  2.02  2.16  -3.97
H  1.54  0.63  -2.13
H  0.92  -2.02  2.86
H  -0.13  -3.38  3.24
H  -0.52  -1.79  3.86
H  -2.58  -3.19  2.65
H  -4.75  -3.46  1.74
H  -4.69  -3.74  -0.01
H  -5.27  -2.20  0.62
H  -3.33  -1.70  -1.28
H  -1.43  -1.24  -2.61
H  0.12  -0.79  -1.92
H  -1.22  0.36  -1.92
H  1.02  -3.37  0.07
H  1.64  -4.18  -1.36
H  0.38  -2.96  -1.51
H  3.40  -3.46  -2.50

Calculated values
total charge: 0
highest occupied orbital energy (alpha / beta): -7.93 / -7.92 eV
LUMO (alpha / beta): -2.243 / -2.265 eV
gap between HOMO and LUMO (alpha / beta): 5.69 / 5.65 eV

---

ORCA calculation (ωB97M-V with the def2-TZVPD basis set) on a molecular structure, C30H31AsOPReS4Te.

CARTESIAN COORDINATES (ANGSTROEM)
Re  0.35  -0.37  -0.04
C  -0.09  -2.59  2.88
C  -0.59  -1.51  3.80
C  -1.30  -1.90  4.93
C  -1.73  -0.98  5.88
C  -1.43  0.37  5.71
C  -0.75  0.78  4.58
C  -0.34  -0.14  3.61
P  0.68  0.48  2.23
C  0.37  2.27  2.17
C  -0.98  2.62  2.10
C  -1.36  3.95  2.04
C  -0.38  4.94  2.05
C  0.96  4.58  2.10
C  1.37  3.25  2.14
C  2.86  2.96  2.13
C  2.33  -0.04  2.63
C  2.81  -0.06  3.94
C  4.05  -0.61  4.20
C  4.79  -1.15  3.15
C  4.30  -1.13  1.85
C  3.06  -0.57  1.57
C  2.52  -0.51  0.16
H  0.05  -3.52  3.43
H  0.87  -2.33  2.43
H  -0.80  -2.79  2.08
H  -1.50  -2.95  5.09
H  -2.27  -1.31  6.75
H  -1.72  1.09  6.46
H  -0.52  1.83  4.47
H  -1.75  1.86  2.11
H  -2.41  4.22  2.00
H  -0.66  5.98  2.02
H  1.72  5.35  2.10
H  3.41  3.88  1.96
H  3.13  2.26  1.34
H  3.20  2.54  3.07
H  2.21  0.34  4.75
H  4.43  -0.63  5.21
H  5.76  -1.60  3.35
H  4.90  -1.55  1.04
H  2.79  -1.41  -0.39
H  2.98  0.31  -0.37
S  0.25  3.92  -3.19
As  -0.70  3.09  -1.37
S  -1.98  0.36  -0.43
S  0.97  1.52  -1.08
S  0.77  4.72  -1.31
C  -3.54  -2.69  -0.28
Te  -3.25  -1.01  0.99
C  -5.18  -0.43  0.30
C  -5.85  -1.76  0.02
C  -7.23  -1.89  0.02
C  -7.81  -3.11  -0.27
C  -7.01  -4.21  -0.55
C  -5.63  -4.09  -0.54
C  -5.04  -2.86  -0.27
H  -3.01  -3.55  0.12
H  -3.12  -2.40  -1.24
H  -4.99  0.17  -0.59
H  -5.68  0.17  1.05
H  -7.86  -1.03  0.25
H  -8.89  -3.21  -0.26
H  -7.46  -5.17  -0.76
H  -5.01  -4.96  -0.75
C  0.71  -3.52  -0.29
O  0.24  -2.15  -0.22
H  -0.05  -4.15  0.18
H  1.65  -3.60  0.26
H  0.85  -3.80  -1.33

Calculated values
total charge: +2
highest occupied orbital energy: -13.30 eV
LUMO: -7.451 eV
gap between HOMO and LUMO: 5.85 eV

---

ORCA calculation (ωB97M-V with the def2-TZVPD basis set) on a molecular structure, C30H31Cl4MgN3O5P in a non-equilibrium geometry.

CARTESIAN COORDINATES (ANGSTROEM)
Mg  9.33  9.21  13.73
N  8.46  11.41  15.47
C  7.00  11.37  15.31
C  6.49  10.05  14.75
N  7.14  9.57  13.52
C  6.88  10.39  12.30
C  7.94  11.38  12.09
N  9.22  10.65  12.08
H  8.71  12.35  15.85
H  8.80  10.78  16.18
H  6.46  11.47  16.25
H  6.60  12.17  14.64
H  6.68  9.20  15.52
H  5.42  10.07  14.68
H  6.88  8.61  13.28
H  6.87  9.67  11.50
H  5.86  10.81  12.33
H  7.75  11.96  11.23
H  7.97  12.14  12.87
H  9.30  10.16  11.22
H  10.01  11.26  12.06
Cl  10.61  7.10  20.14
C  10.76  7.82  18.58
C  11.95  8.45  18.27
Cl  13.25  8.53  19.38
C  12.03  9.12  17.02
Cl  13.42  10.08  16.63
C  11.03  9.04  16.05
O  11.05  9.54  14.87
C  9.83  8.32  16.43
O  8.89  8.33  15.52
C  9.72  7.70  17.66
Cl  8.33  6.77  17.96
O  12.03  10.57  11.41
P  13.15  10.17  10.54
C  12.77  8.74  9.41
C  11.65  7.99  9.72
C  11.29  6.97  8.87
C  12.01  6.71  7.71
C  13.05  7.55  7.38
C  13.50  8.55  8.22
C  13.69  11.54  9.48
C  13.08  11.78  8.21
C  13.41  12.82  7.39
C  14.42  13.62  7.83
C  15.01  13.50  9.08
C  14.62  12.46  9.91
C  14.66  9.71  11.45
C  15.91  9.47  10.87
C  16.92  8.90  11.62
C  16.69  8.58  12.95
C  15.49  8.88  13.53
C  14.43  9.48  12.81
H  11.06  8.13  10.62
H  10.43  6.39  9.24
H  11.63  5.92  7.10
H  13.63  7.37  6.49
H  14.35  9.13  7.92
H  12.38  10.99  7.85
H  12.95  12.97  6.39
H  14.70  14.44  7.17
H  15.76  14.22  9.37
H  15.00  12.33  10.94
H  16.04  9.62  9.83
H  17.85  8.69  11.17
H  17.45  8.17  13.60
H  15.24  8.49  14.54
H  13.46  9.71  13.23
C  10.58  6.14  13.43
C  9.68  6.62  12.29
O  9.53  5.86  11.33
O  9.15  7.81  12.33
H  11.19  5.32  13.11
H  9.96  5.72  14.29
H  11.25  6.88  13.89

Calculated values
total charge: -1
highest occupied orbital energy: -3.64 eV
LUMO: 2.199 eV
gap between HOMO and LUMO: 5.83 eV

---

Calculated energy relative to the best compared isomer or geometry (same formula, charge and spin) (kJ/mol), listed in the same order as above: 26.6, 27.8, 0.0, 115.3